1.
Molecular formula: C7H14AgClFN2O3P
Method: DFT, the ωB97M-V functional and the def2-TZVPD basis

The geometry in XYZ format:
```
30
Properties=species:S:1:pos:R:3
N -3.458 0.620 1.693
C -2.007 0.886 1.337
C -1.303 -0.555 0.963
N -0.062 -0.449 0.106
C 1.021 0.400 0.734
C 1.004 1.988 0.210
C 0.872 2.074 -1.437
F -0.513 1.744 -1.923
C 0.422 -1.826 -0.291
C 1.296 -2.613 0.852
O 0.830 -3.097 2.006
O 2.760 -2.827 0.597
P 1.278 -1.654 -1.991
O 1.887 -3.216 -2.567
Cl -0.313 -1.193 -3.370
H -4.078 0.743 0.861
H -3.517 -0.365 2.059
H -1.880 1.568 0.366
H -1.433 1.478 2.198
H -1.133 -1.203 1.930
H -2.107 -1.146 0.307
H 0.892 0.401 1.903
H 2.127 0.025 0.486
H 2.000 2.516 0.570
H 0.121 2.598 0.696
H 1.131 3.196 -1.719
H 1.691 1.327 -1.869
H -0.553 -2.490 -0.475
H 1.052 -3.625 -2.987
Ag 1.972 4.693 -1.246
```

The frontier orbital gap (spin up / spin down) is 4.89 / 4.88 eV. The expectation value of S² is 0.76. The LUMO energy (spin up / spin down) comes out at -6.9 / -6.9 eV. The spin multiplicity is 2. As for the total energy: -45121.51650 eV. Its net charge is +1. As for the energy above the lowest of the compared OMol25 structures with the same formula, charge and spin: 3.031 eV.

Results of the Mulliken charge analysis, in e, for atoms 1 through 2: atom 1 (N): -0.569, atom 2 (C): -0.245

2.
Molecular formula: C2H4N2O
Method: DFT, the ωB97M-V functional and the def2-TZVPD basis

The geometry in XYZ format:
```
9
Properties=species:S:1:pos:R:3
C 1.499 -0.401 0.017
C -1.326 -0.153 -0.040
H 2.538 -0.513 -0.296
H 1.027 -1.182 0.609
H -0.821 1.835 -0.105
H -0.861 -1.121 -0.198
N 0.910 0.742 -0.153
N -0.444 0.841 0.220
O -2.522 -0.049 -0.054
```

The frontier orbital gap is 10.55 eV. The LUMO energy comes out at 0.7 eV. As for the structure (SMILES): C=NNC=O. As for the total energy: -7164.76319 eV. Its net charge is 0. As for the energy above the lowest of the compared OMol25 structures with the same formula, charge and spin: 1.716 eV.

Results of the Mulliken charge analysis, in e, for atoms 1 through 2: atom 1 (C): -0.320, atom 2 (C): 0.138

3.
Molecular formula: C5H10O2
Method: DFT, the ωB97M-V functional and the def2-TZVPD basis

The geometry in XYZ format:
```
17
Properties=species:S:1:pos:R:3
C 1.299 -0.697 0.912
C -0.169 -0.338 0.752
C -0.447 1.134 0.363
O 0.632 2.005 0.609
C -0.689 0.695 -1.094
C -0.781 -0.759 -0.620
O -0.037 -1.616 -1.454
H 1.404 -1.771 1.108
H 1.742 -0.149 1.748
H 1.870 -0.465 0.010
H -0.735 -0.676 1.629
H -1.365 1.509 0.840
H 0.466 2.821 0.122
H -1.535 1.118 -1.643
H 0.230 0.810 -1.677
H -1.817 -1.112 -0.515
H -0.068 -2.509 -1.089
```

The frontier orbital gap is 10.63 eV. The LUMO energy comes out at 0.9 eV. As for the structure (SMILES): C[C@@H]1[C@H](O)C[C@@H]1O. As for the total energy: -9441.20994 eV. Its net charge is 0. As for the energy above the lowest of the compared OMol25 structures with the same formula, charge and spin: 1.833 eV.

Results of the Mulliken charge analysis, in e, for atoms 1 through 2: atom 1 (C): -1.405, atom 2 (C): 0.030

4.
Molecular formula: C3H4NO3
Method: DFT, the ωB97M-V functional and the def2-TZVPD basis

The geometry in XYZ format:
```
11
Properties=species:S:1:pos:R:3
C -2.428 -0.082 0.102
C 2.122 -0.219 0.072
C 1.001 0.755 0.162
N -1.231 -0.403 -0.667
O -3.296 -0.947 -0.076
O -2.603 0.963 0.687
O 1.915 0.837 -0.866
H 2.965 -0.126 0.648
H 1.863 -1.110 -0.323
H 0.566 1.642 0.700
H -0.874 -1.310 -0.441
```

The frontier orbital gap (spin up / spin down) is 7.44 / 7.39 eV. The LUMO energy (spin up / spin down) comes out at 3.6 / 3.6 eV. As for the total energy: -10804.54322 eV. Its net charge is -1. As for the energy above the lowest of the compared OMol25 structures with the same formula, charge and spin: 6.644 eV.

Results of the Mulliken charge analysis, in e, for atoms 1 through 2: atom 1 (C): 0.611, atom 2 (C): -0.162

5.
Molecular formula: C32H64O8
Method: DFT, the ωB97M-V functional and the def2-TZVPD basis

The geometry in XYZ format:
```
104
Properties=species:S:1:pos:R:3
C -1.997 -2.513 6.259
C -0.742 -1.940 5.793
C -0.669 -2.612 4.424
O -1.131 -3.955 4.701
C -1.980 -3.998 5.840
H -2.867 -2.001 5.849
H -2.162 -2.598 7.333
H 0.059 -2.302 6.437
H -0.923 -0.866 5.835
H 0.295 -2.755 3.937
H -1.385 -2.128 3.760
H -1.418 -4.674 6.485
H -2.938 -4.452 5.587
C -1.732 -2.764 -6.853
C -0.296 -2.640 -6.323
C -0.351 -1.344 -5.506
O -1.751 -1.170 -5.134
C -2.582 -1.616 -6.241
H -1.976 -3.752 -6.463
H -1.938 -2.936 -7.910
H 0.361 -2.514 -7.183
H 0.189 -3.403 -5.714
H -0.057 -0.447 -6.052
H 0.101 -1.386 -4.514
H -2.961 -0.836 -6.901
H -3.403 -2.154 -5.767
C -0.864 -3.542 -0.517
C -1.720 -3.407 -1.809
C -1.113 -4.477 -2.599
O 0.260 -4.478 -2.207
C 0.561 -3.636 -1.061
H -1.211 -4.267 0.219
H -0.744 -2.626 0.062
H -1.453 -2.507 -2.363
H -2.743 -3.732 -1.621
H -1.074 -4.582 -3.684
H -1.558 -5.416 -2.271
H 0.946 -2.698 -1.461
H 1.112 -4.181 -0.295
C 0.063 4.645 1.535
C 0.349 6.058 1.024
C -0.994 6.612 0.565
O -1.782 5.487 0.271
C -1.472 4.475 1.129
H 0.108 4.665 2.623
H 0.764 4.035 0.964
H 0.919 6.083 0.096
H 0.753 6.686 1.818
H -0.841 7.133 -0.380
H -1.489 7.275 1.275
H -1.778 3.482 0.802
H -2.129 4.663 1.979
C 0.461 0.592 1.360
C -0.547 0.555 0.179
C 0.426 0.154 -0.941
O 1.506 -0.595 -0.313
C 1.249 -0.651 1.124
H -0.128 0.544 2.276
H 1.044 1.512 1.334
H -1.055 1.505 0.014
H -1.328 -0.190 0.330
H 0.914 1.051 -1.322
H -0.142 -0.353 -1.721
H 2.136 -0.565 1.752
H 0.665 -1.551 1.318
C 2.659 4.775 4.819
C 2.363 3.303 4.590
C 3.394 2.941 3.547
O 3.622 4.084 2.808
C 3.073 5.277 3.414
H 3.363 4.902 5.642
H 1.786 5.364 5.103
H 1.357 3.084 4.233
H 2.539 2.785 5.533
H 3.051 2.208 2.816
H 4.267 2.425 3.947
H 2.083 5.501 3.015
H 3.736 6.140 3.362
C 6.716 -1.860 -1.986
C 5.313 -2.438 -2.383
C 4.414 -1.861 -1.303
O 5.230 -1.935 -0.143
C 6.535 -1.433 -0.511
H 7.022 -1.085 -2.689
H 7.536 -2.577 -1.980
H 5.404 -3.519 -2.283
H 4.898 -1.993 -3.287
H 3.515 -2.469 -1.194
H 4.043 -0.841 -1.402
H 7.212 -1.885 0.213
H 6.660 -0.361 -0.355
C -5.033 -0.123 -2.044
C -3.974 0.825 -1.657
C -4.815 2.064 -1.306
O -5.939 2.003 -2.165
C -6.182 0.691 -2.648
H -5.346 -0.580 -1.105
H -4.730 -0.950 -2.687
H -3.359 0.999 -2.540
H -3.308 0.547 -0.840
H -4.366 3.055 -1.385
H -5.251 1.976 -0.311
H -6.176 0.643 -3.737
H -7.130 0.316 -2.264
```

The frontier orbital gap is 9.60 eV. The LUMO energy comes out at 0.5 eV. As for the structure (SMILES): C1CCOC1.C1CCOC1.C1CCOC1.C1CCOC1.C1CCOC1.C1CCOC1.C1CCOC1.C1CCOC1. As for the total energy: -50594.36485 eV. Its net charge is 0. As for the energy above the lowest of the compared OMol25 structures with the same formula, charge and spin: 3.800 eV.

Results of the Mulliken charge analysis, in e, for atoms 1 through 2: atom 1 (C): -0.609, atom 2 (C): -0.283

6.
Molecular formula: C2H9N4O
Method: DFT, the ωB97M-V functional and the def2-TZVPD basis

The geometry in XYZ format:
```
16
Properties=species:S:1:pos:R:3
C 1.742 1.424 -0.365
C 0.112 -0.218 0.395
N 0.872 0.518 -0.498
N 0.691 -1.068 1.329
N -1.484 1.510 0.156
N -0.580 -1.473 -0.948
O -1.026 0.293 0.790
H 2.186 1.768 -1.272
H 2.046 1.929 0.680
H 0.025 -1.664 1.743
H 1.660 -1.367 1.074
H -2.395 1.094 -0.216
H -1.747 2.165 0.908
H 0.184 -1.595 -1.744
H -1.038 -2.355 -0.588
H -1.248 -0.961 -1.445
```

The frontier orbital gap is 11.06 eV. The LUMO energy comes out at -3.3 eV. As for the total energy: -10218.18380 eV. Its net charge is +1. As for the energy above the lowest of the compared OMol25 structures with the same formula, charge and spin: 5.067 eV.

Results of the Mulliken charge analysis, in e, for atoms 1 through 2: atom 1 (C): -0.233, atom 2 (C): 0.821

7.
Molecular formula: C46H95ClF4N7O15S2
Method: DFT, the ωB97M-V functional and the def2-TZVPD basis

The geometry in XYZ format:
```
170
Properties=species:S:1:pos:R:3
C 2.348 -4.171 -0.132
N 2.124 -3.087 -1.209
C 3.183 -2.057 -0.895
C 3.822 -1.280 -2.194
C 4.113 -2.202 -3.512
C 4.549 -3.747 -3.254
C 3.615 -4.801 -4.160
C 2.688 -5.804 -3.260
C 1.875 -6.769 -4.359
S 0.552 -7.832 -3.551
O -0.050 -7.072 -2.323
O 1.145 -9.204 -3.128
Cl -1.048 -8.289 -4.866
C 5.107 -1.364 -4.566
F 6.492 -1.864 -4.612
C 4.550 -1.842 -6.079
C 5.721 -1.597 -7.250
C 5.071 -1.992 -8.740
F 4.386 -0.855 -9.396
F 6.228 -2.467 -9.589
F 4.128 -3.136 -8.679
N 4.937 0.143 -4.476
C 6.041 0.979 -3.951
C 7.027 0.518 -2.770
O 8.241 0.010 -3.132
O 6.876 0.665 -1.305
C 3.508 0.563 -4.058
N 3.178 1.997 -4.487
C 2.236 1.982 -5.517
S 0.683 1.782 -6.264
C 3.032 0.156 -2.558
C 1.463 -0.276 -2.693
C 0.479 -0.090 -1.430
O -0.854 -0.225 -1.695
O 0.784 0.220 -0.028
C 3.416 1.289 -1.482
C 2.524 2.604 -1.292
C 3.532 3.936 -1.384
O 1.410 2.872 -2.181
H 3.273 -4.866 -0.394
H 1.347 -4.798 0.031
H 2.540 -3.573 0.865
H 1.153 -2.759 -1.017
H 2.882 -1.304 -0.018
H 4.092 -2.676 -0.428
H 4.892 -0.924 -1.806
H 3.070 -2.251 -4.096
H 4.454 -4.144 -2.157
H 5.666 -4.019 -3.576
H 2.941 -4.253 -4.945
H 4.342 -5.504 -4.795
H 1.846 -5.288 -2.633
H 3.387 -6.508 -2.616
H 2.594 -7.410 -5.024
H 1.302 -6.037 -5.108
H 4.310 -2.983 -6.131
H 3.627 -1.231 -6.440
H 5.974 -0.455 -7.270
H 6.645 -2.308 -7.126
H 4.887 0.418 -5.514
H 6.758 1.257 -4.870
H 5.629 2.051 -3.614
H 7.793 0.634 -0.885
H 2.818 -0.088 -4.787
H 1.344 -1.400 -3.077
H 1.016 0.379 -3.587
H -0.028 0.567 0.457
H 4.526 1.656 -1.728
H 3.518 0.756 -0.418
H 2.123 2.626 -0.167
H 3.693 4.196 -2.538
H 4.591 3.676 -0.917
H 3.029 4.886 -0.915
H 1.625 3.583 -2.854
C -2.325 1.739 5.895
O -1.456 0.692 6.307
C -2.143 -0.525 6.629
C -1.878 -1.601 5.563
N -2.543 -1.275 4.298
C -2.101 -2.089 3.163
C -0.611 -2.025 2.764
O -0.211 -0.766 2.223
C 0.092 0.226 3.193
H -1.749 2.669 5.879
H -2.699 1.560 4.884
H -3.161 1.860 6.588
H -3.216 -0.368 6.787
H -1.720 -0.873 7.578
H -2.247 -2.567 5.926
H -0.794 -1.676 5.435
H -2.370 -0.301 4.071
H -2.696 -1.772 2.299
H -2.371 -3.137 3.358
H -0.463 -2.752 1.960
H 0.059 -2.334 3.573
H 0.533 -0.197 4.101
H -0.803 0.801 3.430
H 0.814 0.923 2.756
C -3.037 8.853 3.524
O -4.149 8.397 4.282
C -5.355 8.286 3.515
C -5.728 6.811 3.291
N -4.793 6.158 2.370
C -4.906 4.697 2.340
C -4.651 3.925 3.653
O -3.294 3.971 4.096
C -2.947 5.145 4.816
H -2.234 9.109 4.221
H -2.667 8.066 2.862
H -3.288 9.744 2.942
H -5.298 8.836 2.568
H -6.145 8.750 4.116
H -6.741 6.754 2.878
H -5.730 6.322 4.269
H -3.842 6.393 2.636
H -4.187 4.342 1.594
H -5.904 4.431 1.961
H -4.859 2.871 3.450
H -5.336 4.215 4.457
H -3.779 5.534 5.411
H -2.573 5.906 4.130
H -2.127 4.898 5.497
C -9.075 6.678 -3.365
O -8.605 5.517 -4.037
C -7.309 5.685 -4.626
C -6.250 4.878 -3.858
N -5.992 5.457 -2.535
C -5.225 4.587 -1.641
C -5.829 3.214 -1.274
O -6.996 3.296 -0.455
C -8.201 3.543 -1.165
H -10.135 6.532 -3.139
H -8.548 6.820 -2.418
H -8.973 7.570 -3.988
H -7.026 6.740 -4.716
H -7.379 5.277 -5.641
H -5.318 4.865 -4.433
H -6.616 3.850 -3.777
H -6.877 5.668 -2.085
H -5.073 5.148 -0.712
H -4.227 4.430 -2.076
H -5.084 2.686 -0.672
H -6.009 2.581 -2.149
H -8.204 3.085 -2.158
H -8.379 4.617 -1.234
H -9.030 3.119 -0.590
C 1.562 -3.689 6.191
O 2.430 -4.737 6.603
C 1.744 -5.953 6.925
C 2.008 -7.030 5.859
N 1.343 -6.703 4.594
C 1.785 -7.517 3.459
C 3.276 -7.453 3.061
O 3.676 -6.194 2.519
C 3.979 -5.202 3.490
H 2.137 -2.760 6.175
H 1.187 -3.869 5.180
H 0.725 -3.568 6.884
H 0.671 -5.796 7.083
H 2.167 -6.302 7.874
H 1.639 -7.995 6.222
H 3.092 -7.105 5.731
H 1.516 -5.729 4.367
H 1.191 -7.200 2.595
H 1.516 -8.566 3.654
H 3.424 -8.180 2.256
H 3.946 -7.763 3.869
H 4.419 -5.625 4.398
H 3.083 -4.627 3.726
H 4.700 -4.505 3.053
```

The frontier orbital gap is 5.20 eV. The LUMO energy comes out at -4.6 eV. As for the total energy: -135420.25367 eV. Its net charge is +1.

Results of the Mulliken charge analysis, in e, for atoms 1 through 2: atom 1 (C): -0.863, atom 2 (N): 0.310

8.
Molecular formula: C27H35N3OPS2Ti
Method: DFT, the ωB97M-V functional and the def2-TZVPD basis

The geometry in XYZ format:
```
70
Properties=species:S:1:pos:R:3
Ti -0.537 0.334 -0.735
C 1.885 4.591 2.489
C 1.895 3.116 2.858
N 2.592 2.293 1.846
C 4.081 2.391 1.856
C 4.628 3.196 0.688
C 2.009 1.520 0.972
S 0.186 1.521 1.007
N 2.771 0.788 0.161
C 2.431 0.033 -0.833
O 1.129 -0.077 -1.196
C 3.386 -0.709 -1.608
C 4.750 -0.617 -1.282
C 5.680 -1.317 -2.020
C 5.262 -2.111 -3.084
C 3.912 -2.209 -3.415
C 2.974 -1.514 -2.683
H 1.346 5.144 3.257
H 1.387 4.757 1.533
H 2.892 5.001 2.437
H 0.887 2.737 2.995
H 2.428 2.951 3.794
H 4.474 1.377 1.860
H 4.337 2.861 2.803
H 4.429 2.706 -0.264
H 5.708 3.285 0.802
H 4.215 4.203 0.667
H 5.060 0.002 -0.452
H 6.731 -1.251 -1.773
H 5.994 -2.660 -3.663
H 3.603 -2.828 -4.245
H 1.927 -1.589 -2.942
N -1.911 -0.898 -0.140
S -2.198 -1.456 1.419
C -3.943 -1.409 1.612
C -4.782 -2.215 0.843
C -6.146 -2.114 1.037
C -6.653 -1.234 1.993
C -5.804 -0.447 2.758
C -4.432 -0.525 2.568
C -1.820 -3.197 1.337
C -2.473 -4.047 2.223
C -2.111 -5.385 2.245
C -1.114 -5.855 1.400
C -0.462 -4.988 0.533
C -0.803 -3.645 0.503
H -2.450 -1.438 -0.823
H -4.378 -2.927 0.132
H -6.820 -2.732 0.459
H -7.722 -1.174 2.146
H -6.207 0.221 3.506
H -3.756 0.073 3.166
H -3.251 -3.684 2.881
H -2.614 -6.060 2.924
H -0.843 -6.902 1.420
H 0.316 -5.358 -0.120
H -0.285 -2.971 -0.167
C -2.487 1.226 -3.654
P -1.430 2.038 -2.430
C -0.078 2.841 -3.319
C -2.412 3.324 -1.627
H -2.837 1.967 -4.376
H -3.357 0.781 -3.169
H -1.934 0.457 -4.193
H -0.489 3.555 -4.034
H 0.510 2.099 -3.860
H 0.568 3.374 -2.622
H -2.795 4.011 -2.384
H -1.796 3.882 -0.922
H -3.256 2.882 -1.097
```

The frontier orbital gap is 6.52 eV. The LUMO energy comes out at -10.4 eV. As for the total energy: -89136.14556 eV. Its net charge is +3. As for the energy above the lowest of the compared OMol25 structures with the same formula, charge and spin: 0.026 eV.

Results of the Mulliken charge analysis, in e, for atoms 1 through 2: atom 1 (Ti): 0.419, atom 2 (C): -0.953